Molecular formula: H5NS
Method: DFT, ωB97M-V/def2-TZVPD

The geometry in XYZ format:
```
7
Properties=species:S:1:pos:R:3:forces:R:3:mulliken_charge:R:1
N -0.0867 -0.6692 1.8858 0.3 -0.8 0.1 -0.13
H 0.5298 -0.8828 -0.6170 -1.9 2.0 -1.1 0.17
H -0.6141 -0.8013 2.7542 -1.3 0.4 -0.9 0.32
H 0.8564 -0.7778 2.2254 1.0 0.3 -0.8 0.35
H -0.3032 -0.7125 0.8324 -0.2 0.2 1.8 0.16
S -0.0867 0.4897 -1.0758 5.0 -4.0 1.0 -0.16
H 1.5259 0.0236 -1.1822 -3.0 1.8 -0.2 0.30
```
Positions in Å, forces in eV/Å.

**Highest occupied orbital energy (alpha / beta)**: -15.396 / -14.820 eV
**Multiplicity**: 2
**Net charge**: +1
**Largest force on an atom**: 6.461 eV Å⁻¹
**Energy relative to the best compared isomer or geometry (same formula, charge and spin)**: 4.088 eV
**⟨S²⟩**: 0.757
**HOMO-LUMO gap (alpha / beta)**: 10.603 / 5.367 eV
**Calculated total energy**: -12394.14075 eV